1.
DFT (ωB97M-V/def2-TZVPD) results for a cluster of 2 separate species, HO3S3 in total.

Orbital gap (spin up / spin down), eV: 5.214 / 7.676
Energy relative to the best compared isomer or geometry (same formula, charge and spin), eV: 1.7641
LUMO energy (spin up / spin down), eV: 1.87 / 3.18
HOMO (spin up / spin down), eV: -3.342 / -4.500
Electronic energy, hartree: -1420.90350

```
! RIJCOSX wB97M-V def2-TZVPD def2/J DEFGRID3
* xyz -1 1
O 1.8767 -0.9442 0.6157
O 3.2230 0.9923 1.1092
O 2.4907 0.6627 -1.2220
S -1.8975 0.9280 -0.5141
S -0.5979 2.2637 0.1771
S 2.2715 0.3936 0.1883
H -1.9638 -0.0391 0.5753
*
```

Atomic charges from the natural (NBO) analysis, expressed in e, are listed below:
1 O -0.933
2 O -0.943
3 O -0.923
4 S -0.155
5 S -0.370
6 S 2.216
7 H 0.108

---

2.
DFT (ωB97M-V/def2-TZVPD) results for the ion HO3S3 with charge -1.

Orbital gap, eV: 7.239
Energy relative to the best compared isomer or geometry (same formula, charge and spin), eV: 2.6676
LUMO energy, eV: 2.49
SMILES: O=S(=O)([S-])OS
HOMO, eV: -4.746
Electronic energy, hartree: -1420.87030

```
! RIJCOSX wB97M-V def2-TZVPD def2/J DEFGRID3
* xyz -1 1
O -0.5822 1.4046 -1.0538
S -0.7667 0.0502 -0.5872
O -1.3521 -0.1041 0.7262
S -2.1505 -0.9410 -1.9229
O 1.0944 -0.4109 -0.1482
S 2.1593 0.2608 0.9302
H 1.5979 -0.2596 2.0558
*
```

Atomic charges from the natural (NBO) analysis, expressed in e, are listed below:
1 O -0.932
2 S 2.003
3 O -0.944
4 S -0.554
5 O -0.931
6 S 0.288
7 H 0.071

---

3.
DFT (ωB97M-V/def2-TZVPD) results for a structure of composition HO5P.

Orbital gap, eV: 6.780
Energy relative to the best compared isomer or geometry (same formula, charge and spin), eV: 0.5110
LUMO energy, eV: 7.64
HOMO, eV: 0.861
Electronic energy, hartree: -718.12608

```
! RIJCOSX wB97M-V def2-TZVPD def2/J DEFGRID3
* xyz -2 1
O -0.3020 -0.9603 -1.1029
O -2.1051 0.5638 -0.0534
O -0.5454 -0.8551 1.4242
O 1.8068 0.4371 -0.1009
O 0.7152 1.3425 0.0673
P -0.8168 -0.1927 0.1002
H 1.2472 -0.3352 -0.3345
*
```

Atomic charges from the natural (NBO) analysis, expressed in e, are listed below:
1 O -1.225
2 O -1.220
3 O -1.222
4 O -0.593
5 O -0.653
6 P 2.447
7 H 0.465

---

4.
DFT (ωB97M-V/def2-TZVPD) results for a cluster of 2 separate species, HO5S in total.

Orbital gap (spin up / spin down), eV: 5.292 / 9.785
Energy relative to the best compared isomer or geometry (same formula, charge and spin), eV: 3.2315
LUMO energy (spin up / spin down), eV: 2.55 / 3.73
HOMO (spin up / spin down), eV: -2.742 / -6.051
Electronic energy, hartree: -774.86423

```
! RIJCOSX wB97M-V def2-TZVPD def2/J DEFGRID3
* xyz -1 1
O -1.9014 0.4970 -0.4332
O -0.3041 1.8303 0.8062
O -1.0645 -0.2711 1.8164
O 1.1771 -0.3400 -0.8740
O 2.3712 -1.0761 -0.9642
S -0.8753 0.5700 0.6371
H 0.5970 -1.2102 -0.9882
*
```

Atomic charges from the natural (NBO) analysis, expressed in e, are listed below:
1 O -0.974
2 O -0.958
3 O -0.963
4 O -0.386
5 O -0.385
6 S 2.186
7 H 0.480